Record 1
Below is a structure of composition C25H46O3P2RhS at a distorted geometry, with properties calculated with ωB97M-V/def2-TZVPD.

## Properties
Energy above the lowest of the compared OMol25 structures with the same formula, charge and spin = 362.47 kJ/mol
HOMO (spin up / spin down) = -9.49 / -11.53 eV
E_tot = -2396.822599 Ha
HOMO-LUMO gap (spin up / spin down) = 7.595 / 5.295 eV

ORCA input file:
```
! RIJCOSX wB97M-V def2-TZVPD def2/J DEFGRID3
* xyz 1 5
Rh 2.281 -1.098 1.841
C 2.189 -2.833 2.965
C 2.293 -3.165 1.592
C 4.097 -1.807 2.095
C 3.301 -1.999 3.319
C 3.459 -2.551 1.049
C 1.107 -3.410 3.848
H 0.301 -3.713 3.178
H 0.694 -2.641 4.503
H 1.384 -4.302 4.438
C 3.288 -1.242 4.603
H 2.407 -1.573 5.183
H 3.192 -0.144 4.463
H 4.125 -1.405 5.292
C 5.036 -0.667 1.912
H 5.890 -0.718 2.586
H 4.566 0.337 2.063
H 5.412 -0.624 0.887
C 3.741 -2.677 -0.427
H 4.696 -3.161 -0.647
H 3.687 -1.743 -1.007
H 2.980 -3.340 -0.861
C 1.447 -4.225 0.924
H 1.902 -5.223 0.774
H 1.056 -3.861 -0.030
H 0.585 -4.418 1.561
C -2.214 -0.539 1.931
C -2.254 -1.874 2.068
C -2.054 -2.998 1.075
C -2.127 -2.643 -0.394
C -0.930 -2.014 -1.097
C -0.556 -0.729 -1.119
C -1.062 0.436 -0.280
C -2.234 0.299 0.678
H -2.875 -3.710 1.322
H -3.034 -2.091 -0.678
H -1.123 -3.562 1.299
H -3.174 0.133 0.149
H -2.105 0.095 2.836
H -2.321 -2.196 3.127
H -2.349 1.323 1.072
H -0.226 0.925 0.256
H 0.338 -0.422 -1.707
H -1.349 1.274 -1.017
H -2.174 -3.595 -0.931
H -0.247 -2.698 -1.658
P -2.306 2.170 -2.283
P -0.279 3.106 -4.477
C -3.031 3.157 -3.672
C -1.956 4.001 -4.332
H -3.783 3.818 -3.195
H -3.501 2.425 -4.366
H -2.312 4.205 -5.358
H -1.789 4.949 -3.774
C 0.327 4.623 -5.288
H 1.353 4.487 -5.649
H 0.308 5.457 -4.575
H -0.341 4.859 -6.131
C -0.811 2.298 -6.052
H -1.320 3.041 -6.692
H -1.492 1.454 -5.870
H 0.073 1.910 -6.582
C -2.975 3.316 -1.012
H -2.767 3.066 0.039
H -4.061 3.383 -1.182
H -2.524 4.300 -1.234
C -3.555 0.837 -2.509
H -3.354 0.381 -3.497
H -4.545 1.322 -2.553
H -3.553 0.029 -1.760
C 0.744 1.467 4.500
S 1.046 2.095 2.820
O -0.170 2.799 2.423
O 2.299 2.833 2.907
O 1.169 0.886 1.867
H -0.203 1.911 4.818
H 1.565 1.836 5.124
H 0.701 0.370 4.512
*
```

=====

Record 2
Below is a structure of composition C25H47Br6F6N5O9 at a distorted geometry, with properties calculated with ωB97M-V/def2-TZVPD.

## Properties
HOMO = -9.46 eV
E_tot = -17975.087078 Ha
HOMO-LUMO gap = 8.819 eV

ORCA input file:
```
! RIJCOSX wB97M-V def2-TZVPD def2/J DEFGRID3
* xyz 0 1
C -10.930 13.331 18.287
C -10.779 11.843 18.580
O -11.605 11.312 19.319
N -9.726 11.184 18.086
C -8.572 11.777 17.439
H -10.526 13.978 19.068
H -11.993 13.565 18.325
H -10.490 13.618 17.334
H -9.592 10.219 18.394
H -8.383 12.828 17.646
H -8.639 11.689 16.349
H -7.670 11.251 17.751
C -10.093 6.615 20.248
C -10.215 8.070 19.868
O -9.654 8.530 18.852
N -11.089 8.850 20.501
C -11.795 8.581 21.746
H -11.062 6.165 20.459
H -9.546 6.605 21.200
H -9.478 6.040 19.566
H -11.260 9.744 20.044
H -12.477 7.729 21.708
H -12.362 9.481 21.970
H -11.066 8.382 22.534
C -9.091 11.243 12.751
C -9.743 12.550 12.403
O -10.660 12.550 11.595
N -9.215 13.665 12.942
C -9.735 14.999 12.739
H -9.767 10.548 13.242
H -8.306 11.439 13.491
H -8.687 10.805 11.843
H -8.627 13.523 13.745
H -9.537 15.670 13.570
H -10.800 15.035 12.511
H -9.228 15.387 11.850
C -9.156 3.831 13.688
C -8.865 3.710 12.203
O -7.865 3.101 11.819
N -9.792 4.083 11.312
C -11.138 4.543 11.560
H -8.326 3.434 14.265
H -10.004 3.209 13.983
H -9.340 4.879 13.915
H -9.479 4.019 10.355
H -11.408 4.723 12.596
H -11.892 3.849 11.178
H -11.279 5.471 11.000
C -12.554 11.153 14.575
C -12.971 9.764 14.984
O -13.709 9.127 14.244
N -12.564 9.318 16.192
C -13.119 8.149 16.846
H -13.444 11.767 14.445
H -12.003 11.171 13.636
H -11.977 11.613 15.382
H -12.087 9.980 16.779
H -13.641 7.469 16.176
H -13.824 8.520 17.589
H -12.390 7.492 17.322
C -12.822 4.138 16.815
C -12.417 4.490 18.254
O -13.372 5.402 18.795
C -14.322 4.946 19.586
O -14.448 3.837 20.007
C -15.303 6.065 20.033
F -16.538 5.712 19.703
F -15.266 6.106 21.380
F -14.965 7.260 19.592
H -12.683 5.031 16.205
H -13.905 3.985 16.797
H -12.372 3.214 16.463
H -11.425 4.936 18.261
H -12.455 3.599 18.882
C -6.459 6.594 19.169
C -5.031 6.122 19.278
O -4.670 6.051 20.662
C -3.720 5.235 21.075
O -3.256 4.356 20.417
C -3.205 5.572 22.483
F -3.619 6.753 22.921
F -3.705 4.639 23.318
F -1.886 5.506 22.503
H -6.859 6.417 18.173
H -6.546 7.651 19.415
H -7.036 5.991 19.871
H -4.310 6.813 18.836
H -4.927 5.147 18.801
C -7.539 7.505 10.557
Br -6.132 6.567 9.528
Br -8.980 8.170 9.370
Br -6.699 9.031 11.415
H -7.948 6.777 11.245
C -9.245 7.936 15.640
Br -7.463 8.539 16.187
Br -9.762 6.235 16.425
Br -9.291 7.766 13.672
H -9.927 8.718 15.947
*
```

=====

Record 3
Below is a structure of composition C25H47ClFNO7P2S2Ti at a distorted geometry, with properties calculated with ωB97M-V/def2-TZVPD.

## Properties
HOMO = -12.49 eV
E_tot = -4449.940165 Ha
HOMO-LUMO gap = 3.841 eV

ORCA input file:
```
! RIJCOSX wB97M-V def2-TZVPD def2/J DEFGRID3
* xyz 2 1
C 7.334 -2.155 1.336
C 7.525 -1.897 -0.163
C 6.677 -0.745 -0.754
C 5.977 0.150 0.265
C 5.431 1.399 -0.412
C 4.109 1.152 -1.169
C 3.182 2.341 -0.975
C 2.091 2.440 -2.059
C 0.766 2.908 -1.462
C 0.895 4.272 -0.658
C -0.299 4.594 0.374
C -0.198 3.881 1.710
C -1.282 2.783 1.659
C -1.349 1.874 2.867
C -2.650 1.027 2.868
C -3.299 0.753 1.506
C -2.679 -0.176 0.461
N -1.241 -0.290 0.407
C -0.557 -0.873 1.234
S 0.278 -1.536 2.334
C -3.503 -1.475 0.226
C -3.843 -2.273 1.497
C -5.267 -2.040 2.001
F -2.995 -1.982 2.566
C -3.157 -2.294 -1.043
C -4.587 -2.605 -1.641
O -5.367 -3.361 -0.748
O -5.856 -4.536 -1.364
P -2.595 -4.100 -0.804
C -1.459 -4.281 0.629
O -1.669 -4.397 -2.148
C -2.491 -1.568 -2.216
P -0.625 -1.558 -2.637
O -0.307 0.023 -2.350
Cl 0.534 -2.437 -1.214
O -2.955 -0.178 -2.405
S -3.109 0.768 -1.141
O -2.243 1.932 -1.306
O -4.466 1.175 -1.089
H 7.702 -3.150 1.562
H 7.954 -1.469 1.899
H 6.301 -2.107 1.654
H 8.577 -1.702 -0.323
H 7.272 -2.809 -0.690
H 7.343 -0.099 -1.315
H 5.935 -1.150 -1.435
H 6.683 0.469 1.025
H 5.174 -0.361 0.787
H 6.145 1.858 -1.088
H 5.206 2.128 0.364
H 3.656 0.273 -0.716
H 4.287 0.933 -2.216
H 2.691 2.254 -0.007
H 3.764 3.258 -1.002
H 2.414 3.061 -2.889
H 1.948 1.448 -2.457
H 0.373 2.104 -0.845
H 0.102 3.069 -2.379
H 0.887 5.107 -1.432
H 1.837 4.374 -0.145
H -1.349 4.279 -0.028
H -0.283 5.675 0.499
H -0.252 4.503 2.594
H 0.775 3.394 1.723
H -0.993 2.144 0.834
H -2.214 3.320 1.484
H -1.365 2.474 3.774
H -0.424 1.310 2.917
H -2.470 0.160 3.489
H -3.383 1.615 3.409
H -4.288 0.363 1.700
H -3.486 1.727 1.078
H -4.452 -1.000 -0.004
H -3.805 -3.345 1.359
H -5.588 -2.928 2.530
H -5.315 -1.205 2.690
H -5.956 -1.936 1.176
H -5.082 -1.668 -1.900
H -4.478 -3.191 -2.548
H -6.490 -4.217 -2.026
H -0.428 -4.443 0.341
H -1.502 -3.490 1.365
H -1.778 -5.190 1.126
H -1.749 -5.349 -2.290
H -2.859 -2.058 -3.106
H -0.740 0.521 -3.056
Ti -1.043 4.329 -1.662
*
```